{
  "formula": "C66H143F2N8O13S2",
  "method": "wB97M-V/def2-TZVPD",
  "symbols": ["N", "S", "O", "O", "F", "S", "O", "O", "F", "C", "C", "C", "N", "C", "C", "C", "C", "C", "C", "H", "H", "H", "H", "H", "H", "H", "H", "H", "H", "H", "H", "H", "H", "H", "H", "H", "H", "H", "H", "C", "C", "C", "N", "C", "C", "C", "C", "C", "C", "H", "H", "H", "H", "H", "H", "H", "H", "H", "H", "H", "H", "H", "H", "H", "H", "H", "H", "H", "H", "C", "C", "C", "N", "C", "C", "C", "C", "C", "C", "H", "H", "H", "H", "H", "H", "H", "H", "H", "H", "H", "H", "H", "H", "H", "H", "H", "H", "H", "H", "C", "C", "C", "N", "C", "C", "C", "C", "C", "C", "H", "H", "H", "H", "H", "H", "H", "H", "H", "H", "H", "H", "H", "H", "H", "H", "H", "H", "H", "H", "C", "C", "C", "N", "C", "C", "C", "C", "C", "C", "H", "H", "H", "H", "H", "H", "H", "H", "H", "H", "H", "H", "H", "H", "H", "H", "H", "H", "H", "H", "C", "C", "C", "N", "C", "C", "C", "C", "C", "C", "H", "H", "H", "H", "H", "H", "H", "H", "H", "H", "H", "H", "H", "H", "H", "H", "H", "H", "H", "H", "C", "C", "C", "N", "C", "C", "C", "C", "C", "C", "H", "H", "H", "H", "H", "H", "H", "H", "H", "H", "H", "H", "H", "H", "H", "H", "H", "H", "H", "H", "O", "C", "O", "O", "H", "O", "C", "O", "O", "H", "O", "C", "O", "O", "H"],
  "coordinates": [[-1.415, -14.737, -9.271], [-2.155, -13.622, -9.966], [-2.402, -13.692, -11.395], [-2.048, -12.289, -9.403], [-3.645, -14.087, -9.456], [0.130, -14.373, -9.850], [1.015, -13.833, -8.834], [0.302, -13.812, -11.173], [0.624, -15.852, -10.052], [0.036, -9.614, -12.609], [0.219, -9.361, -11.096], [1.412, -10.183, -10.548], [1.805, -9.963, -9.071], [3.125, -10.752, -8.846], [3.577, -10.732, -7.420], [2.500, -11.320, -6.498], [1.285, -10.496, -6.591], [0.724, -10.329, -8.028], [2.101, -8.471, -8.769], [-0.889, -9.121, -12.911], [-0.025, -10.665, -12.892], [0.853, -9.078, -13.093], [-0.638, -9.542, -10.447], [0.434, -8.303, -10.942], [2.234, -10.168, -11.263], [1.196, -11.251, -10.522], [3.045, -11.775, -9.213], [3.874, -10.192, -9.405], [4.489, -11.314, -7.289], [3.774, -9.753, -6.984], [2.224, -12.358, -6.686], [2.855, -11.426, -5.473], [0.484, -10.621, -5.863], [1.522, -9.497, -6.224], [0.423, -11.345, -8.284], [-0.144, -9.672, -7.982], [2.585, -8.322, -7.804], [1.160, -7.923, -8.742], [2.736, -8.127, -9.585], [-1.155, -13.291, -6.236], [-1.981, -12.334, -5.310], [-2.435, -11.046, -6.018], [-3.995, -10.882, -6.096], [-4.199, -9.598, -6.889], [-5.745, -9.261, -7.016], [-6.436, -9.234, -5.666], [-6.169, -10.439, -4.782], [-4.659, -10.741, -4.689], [-4.569, -12.043, -6.935], [-0.798, -14.113, -5.616], [-0.308, -12.810, -6.726], [-1.844, -13.709, -6.971], [-1.306, -12.075, -4.494], [-2.839, -12.887, -4.929], [-2.032, -10.949, -7.026], [-2.153, -10.166, -5.439], [-3.725, -8.813, -6.300], [-3.572, -9.553, -7.780], [-5.872, -8.299, -7.512], [-6.097, -9.969, -7.766], [-6.101, -8.359, -5.111], [-7.505, -9.057, -5.786], [-6.594, -10.237, -3.799], [-6.711, -11.304, -5.164], [-4.111, -9.900, -4.263], [-4.431, -11.703, -4.229], [-4.476, -13.016, -6.453], [-3.919, -12.108, -7.807], [-5.619, -12.052, -7.226], [-1.623, -9.738, -18.371], [-0.260, -10.030, -17.783], [0.036, -11.562, -17.907], [0.779, -12.217, -16.815], [0.012, -12.108, -15.433], [0.592, -13.025, -14.344], [0.785, -14.493, -14.721], [1.493, -14.623, -16.057], [1.041, -13.697, -17.213], [2.173, -11.563, -16.675], [-2.416, -9.809, -17.626], [-1.829, -10.378, -19.229], [-1.673, -8.717, -18.747], [-0.228, -9.814, -16.715], [0.416, -9.331, -18.276], [0.497, -11.795, -18.867], [-0.889, -12.139, -17.909], [-1.051, -12.258, -15.623], [0.077, -11.071, -15.103], [-0.051, -13.150, -13.473], [1.506, -12.607, -13.921], [-0.211, -14.935, -14.710], [1.377, -14.965, -13.937], [1.620, -15.631, -16.452], [2.518, -14.341, -15.818], [0.057, -14.045, -17.525], [1.657, -13.746, -18.111], [2.700, -12.118, -15.899], [2.007, -10.511, -16.440], [2.717, -11.660, -17.614], [3.441, -15.184, -7.216], [4.100, -15.381, -8.609], [4.102, -16.903, -8.923], [4.554, -17.226, -10.377], [5.066, -18.721, -10.350], [5.203, -19.287, -11.811], [3.943, -19.185, -12.634], [3.528, -17.669, -12.755], [3.388, -17.018, -11.343], [5.812, -16.339, -10.905], [3.306, -16.137, -6.706], [2.387, -14.927, -7.320], [3.861, -14.423, -6.558], [5.122, -15.003, -8.596], [3.614, -14.775, -9.374], [3.141, -17.383, -8.739], [4.810, -17.286, -8.187], [4.265, -19.326, -9.928], [5.962, -18.833, -9.739], [5.352, -20.361, -11.698], [6.060, -18.787, -12.262], [3.028, -19.669, -12.291], [4.148, -19.584, -13.627], [2.576, -17.557, -13.275], [4.199, -17.088, -13.386], [2.538, -17.491, -10.853], [3.291, -15.933, -11.381], [6.737, -16.543, -10.366], [5.489, -15.302, -10.996], [5.888, -16.631, -11.952], [-5.198, -17.824, -17.202], [-5.026, -16.656, -16.241], [-3.811, -17.040, -15.298], [-3.463, -15.934, -14.265], [-2.076, -16.244, -13.636], [-2.177, -17.442, -12.592], [-3.088, -16.968, -11.519], [-4.499, -16.643, -11.988], [-4.535, -15.622, -13.199], [-3.209, -14.583, -15.007], [-5.712, -18.703, -16.814], [-4.263, -18.221, -17.598], [-5.709, -17.517, -18.114], [-5.920, -16.220, -15.795], [-4.730, -15.843, -16.905], [-2.945, -17.274, -15.918], [-4.051, -17.823, -14.578], [-1.388, -16.503, -14.440], [-1.867, -15.271, -13.192], [-2.427, -18.336, -13.164], [-1.144, -17.642, -12.306], [-3.137, -17.623, -10.649], [-2.613, -16.077, -11.109], [-5.049, -17.522, -12.322], [-5.058, -16.228, -11.149], [-5.482, -15.401, -13.694], [-4.459, -14.630, -12.754], [-2.472, -14.776, -15.787], [-2.791, -13.776, -14.404], [-4.136, -14.326, -15.519], [-5.466, -15.956, -7.993], [-4.678, -17.041, -7.179], [-3.189, -16.777, -7.466], [-2.168, -17.844, -6.864], [-2.408, -17.993, -5.368], [-1.283, -18.725, -4.554], [0.062, -18.140, -4.897], [0.384, -18.006, -6.385], [-0.724, -17.225, -7.078], [-2.282, -19.171, -7.605], [-5.105, -15.806, -9.010], [-5.367, -14.957, -7.570], [-6.528, -16.199, -8.016], [-4.995, -18.066, -7.371], [-4.788, -16.887, -6.106], [-2.907, -15.872, -6.928], [-3.017, -16.756, -8.542], [-2.419, -16.949, -5.054], [-3.416, -18.388, -5.245], [-1.354, -18.779, -3.468], [-1.412, -19.779, -4.796], [0.197, -17.234, -4.305], [0.742, -18.816, -4.379], [1.325, -17.484, -6.560], [0.677, -18.984, -6.767], [-0.719, -16.205, -6.696], [-0.561, -17.138, -8.152], [-1.541, -19.873, -7.222], [-2.016, -18.955, -8.640], [-3.332, -19.427, -7.464], [-3.881, -9.583, -10.645], [-4.941, -10.679, -10.546], [-6.358, -10.459, -11.129], [-7.268, -11.699, -10.963], [-7.801, -11.793, -9.508], [-8.887, -10.720, -9.211], [-10.063, -10.599, -10.193], [-9.533, -10.565, -11.603], [-8.513, -11.686, -11.934], [-6.578, -13.070, -11.273], [-2.982, -9.793, -10.065], [-4.315, -8.683, -10.209], [-3.642, -9.348, -11.682], [-4.996, -10.928, -9.487], [-4.512, -11.567, -11.009], [-6.415, -10.316, -12.208], [-6.837, -9.584, -10.689], [-6.926, -11.919, -8.871], [-8.309, -12.757, -9.492], [-8.330, -9.827, -8.927], [-9.426, -10.967, -8.297], [-10.617, -9.689, -9.963], [-10.718, -11.463, -10.079], [-8.913, -9.725, -11.919], [-10.325, -10.567, -12.351], [-8.074, -11.504, -12.915], [-8.924, -12.694, -12.004], [-7.197, -13.954, -11.120], [-5.764, -13.109, -10.549], [-6.314, -12.999, -12.328], [-0.559, -20.089, -10.397], [0.399, -20.380, -9.494], [0.211, -21.153, -8.536], [1.416, -19.728, -9.742], [0.282, -19.686, -10.622], [3.922, -11.875, -13.016], [4.102, -13.012, -12.465], [4.381, -14.040, -13.093], [4.007, -12.929, -11.221], [3.787, -11.802, -12.069], [-4.513, -10.938, -13.671], [-3.775, -10.765, -14.768], [-4.231, -11.258, -15.834], [-2.749, -10.020, -14.699], [-5.087, -11.528, -14.165]],
  "atomic_forces_ev_per_a": [[4.010, -0.550, -0.606], [-5.879, 3.291, -2.553], [0.705, 0.061, 1.218], [0.404, -0.771, -0.071], [0.313, 0.174, 0.433], [3.676, -0.725, 0.270], [-1.816, -0.478, -0.622], [-1.153, -0.358, 1.419], [-0.403, -0.029, 0.385], [-0.387, 0.763, 0.975], [1.007, -0.343, 0.816], [-1.257, -0.848, 0.341], [0.502, 1.883, 1.117], [0.142, 0.963, 0.012], [-0.685, -0.913, 1.684], [0.401, -1.515, 0.542], [-0.695, 2.939, -0.132], [0.694, -2.209, 0.328], [-0.061, -0.629, -0.865], [-0.045, -0.213, -0.256], [0.141, 0.066, 0.148], [0.082, -0.374, -0.326], [-0.377, -0.364, -0.384], [0.090, 0.153, -0.210], [0.650, 0.701, 0.668], [-0.483, -0.151, -0.199], [-0.300, 0.141, -0.293], [-0.197, -0.269, -0.538], [0.067, 0.040, -0.407], [0.269, 0.201, -0.491], [0.241, -0.259, -0.804], [0.122, 0.599, 0.135], [-0.350, -1.165, -0.311], [0.542, 0.508, -0.191], [-0.389, 0.051, -0.539], [0.353, 0.271, -0.728], [0.017, -0.373, -0.280], [0.072, -0.120, -0.261], [-0.034, 0.197, 0.186], [-1.192, 0.282, 0.671], [1.061, -0.230, -0.944], [-1.118, -0.155, 1.053], [-0.353, -0.419, -1.496], [-1.172, 1.174, 1.190], [1.852, -0.364, -0.823], [-0.056, 0.313, 0.155], [0.324, -0.324, -0.519], [0.134, -0.178, -1.297], [1.012, -0.488, 0.244], [0.176, -0.003, -0.056], [-0.165, -0.043, 0.014], [0.317, 0.003, -0.263], [-0.411, 0.115, 0.277], [0.128, 0.060, 0.233], [-0.318, -0.161, -0.108], [0.134, 0.014, -0.054], [-0.134, 0.036, 0.471], [-0.588, -0.783, -0.421], [0.314, 0.137, 0.092], [-0.658, -0.234, 0.336], [0.224, 0.223, -0.123], [-0.058, -0.243, -0.075], [0.347, -0.151, 0.157], [0.090, -0.220, 0.004], [-0.030, -0.208, 0.383], [-0.095, 0.347, 0.420], [0.390, 0.258, 0.614], [-0.195, 0.152, -0.185], [0.123, 1.046, 0.285], [-0.690, 0.504, 0.001], [0.099, -0.866, 0.522], [-0.934, 0.572, -0.632], [2.324, -0.404, 1.133], [0.498, -0.289, -0.313], [0.186, -0.334, 0.183], [-0.416, 0.364, -0.775], [1.587, 0.945, -0.345], [-1.863, -0.165, 1.034], [-0.990, -0.493, 0.220], [-0.051, -0.413, -0.050], [-0.117, -0.101, 0.041], [0.122, 0.027, 0.012], [-0.250, 0.392, -0.016], [0.705, -0.701, 0.025], [0.412, -0.039, 0.132], [-0.430, 0.439, -0.128], [0.018, -0.255, -0.308], [0.128, -0.045, -0.271], [-0.509, 0.967, -0.071], [0.247, 0.056, -0.264], [0.119, -0.163, -0.277], [0.008, -0.107, -0.064], [-0.461, -0.087, -0.006], [0.336, 0.003, -0.052], [-0.210, 0.027, -0.151], [0.302, 0.310, 0.342], [0.060, 0.412, 0.078], [0.209, -0.181, 0.146], [-0.252, -0.020, -0.033], [-1.008, -0.301, -0.475], [-0.332, -0.160, 0.307], [0.785, 1.521, -0.655], [2.446, -0.648, 0.523], [-1.692, 0.024, -1.730], [-0.070, -0.071, 1.745], [-0.766, 2.411, -0.890], [0.725, -0.162, 0.571], [0.187, -0.526, -0.106], [-2.184, -0.850, -0.374], [0.819, -0.100, 0.410], [-0.039, 0.394, -0.376], [0.386, -0.264, -0.124], [0.105, -0.226, 0.081], [-0.237, -0.088, -0.035], [-0.048, -0.025, -0.379], [0.215, -0.611, -0.492], [-0.177, 0.325, 0.476], [-0.027, 0.485, -0.177], [0.746, 0.054, 0.130], [-0.070, -0.397, -0.456], [0.472, -0.538, 0.662], [-0.024, 0.045, -0.051], [-0.284, -0.107, 0.293], [0.376, -0.038, 0.165], [-0.060, 0.074, 0.116], [-0.234, -0.008, -0.261], [-0.432, 0.021, 0.234], [0.059, 0.075, 0.606], [0.275, -0.238, 0.201], [-0.685, -0.669, -0.582], [1.864, -0.162, -0.335], [-2.273, 1.592, 1.187], [1.405, 2.371, -0.735], [-1.520, -1.122, 0.893], [0.985, 1.342, -2.339], [-0.125, 0.117, 1.089], [-0.538, 0.364, -1.623], [0.373, -0.456, 1.014], [-0.403, -1.225, -0.781], [-0.170, 0.184, 0.251], [0.391, 0.269, 0.319], [-0.327, 0.088, 0.193], [-0.108, -0.819, 0.489], [0.510, 0.182, 0.153], [0.081, 0.170, 0.371], [-0.104, -0.626, -0.762], [-0.262, 0.211, -0.036], [0.658, -0.394, 0.395], [-0.542, -0.135, 0.292], [-0.053, 0.150, 0.556], [-0.102, -0.503, -0.221], [-0.210, 0.184, -0.101], [0.168, -0.348, 0.250], [-0.122, 0.198, -0.174], [-0.231, -1.300, -0.355], [1.586, 0.189, -0.227], [-0.008, -0.233, -0.047], [-0.496, -0.303, 0.550], [0.130, 0.410, 0.324], [-0.110, -0.542, 0.442], [0.715, 0.981, -0.137], [0.483, -1.759, 1.068], [1.033, 0.846, -0.428], [0.265, 0.782, 0.674], [-1.270, -0.448, -1.699], [0.917, -0.631, 0.864], [0.035, -0.235, 0.649], [-0.456, -0.867, -0.310], [0.109, 1.371, 0.368], [0.025, -0.567, -0.012], [0.058, -0.056, 0.425], [0.026, 0.001, -0.028], [-0.035, 0.157, -0.405], [-0.514, 0.070, -0.025], [0.107, 0.221, -0.553], [0.396, 0.182, 0.200], [-0.192, 0.156, 0.313], [0.206, -0.251, 0.079], [-0.815, 0.797, -0.018], [0.596, -0.205, -0.412], [-0.159, 0.557, -0.385], [0.529, -0.059, -0.426], [-0.098, 0.550, 0.227], [-0.874, -0.272, -0.539], [-0.426, -0.031, 0.237], [-0.229, -0.288, -0.046], [-0.291, -0.170, 0.023], [-0.207, -0.280, -0.096], [0.312, -0.642, -0.234], [-1.162, 0.935, -0.310], [0.366, -1.060, -0.195], [0.241, -0.507, -0.539], [-1.702, -1.527, 0.837], [-1.419, -0.650, -1.569], [0.648, -0.318, 1.312], [1.432, 0.329, -0.454], [1.186, -0.541, -1.363], [0.310, 0.528, 0.207], [0.172, 1.867, 0.440], [-0.072, -0.453, -0.224], [0.081, 0.381, 0.015], [0.202, -0.159, 0.017], [-0.445, -0.086, 0.204], [0.020, 0.029, -0.171], [0.805, 0.236, -0.007], [-0.289, -0.292, 0.229], [-0.182, 0.677, 0.167], [0.028, -0.189, 0.006], [-0.466, 0.616, -0.572], [0.605, -0.424, 0.462], [-0.082, -0.145, 0.008], [-0.061, 0.027, 0.077], [-0.465, 0.902, 0.773], [-0.037, -0.342, -0.016], [0.003, 0.139, -0.032], [0.038, -0.064, 0.652], [-0.597, 0.567, 0.126], [0.346, -0.284, -0.613], [0.569, -0.134, 0.231], [-2.232, -0.730, -0.173], [-1.116, -4.167, 6.078], [-0.429, 0.614, -0.500], [3.391, 1.751, -0.388], [0.309, 3.358, -4.847], [-0.709, 2.966, -3.548], [2.361, -7.695, -1.720], [-0.273, -0.483, -0.584], [-0.521, -0.370, 3.365], [-1.300, 5.335, 2.711], [-0.985, -0.842, 1.607], [3.863, 3.275, -3.604], [-0.236, -0.988, 0.893], [-0.944, -1.286, 0.851], [-1.437, -0.615, 0.438]],
  "total_energy_ha": -5011.730871,
  "orbital_gap_ha": 0.2481,
  "charge": 3,
  "lumo_ha": -0.2064,
  "homo_energy_ev": -12.367
}